{"formula": "C4H10S", "method": "ωB97M-V/def2-TZVPD", "e_tot_ev": -15142.7574, "homo_energy_ev": -9.0, "largest_force_ha_per_bohr": 0.0826, "de_lowest_kcal_mol": 60.2, "smiles": "CCCCS", "symbols": ["C", "C", "C", "C", "S", "H", "H", "H", "H", "H", "H", "H", "H", "H", "H"], "positions_angstrom": [[-0.684, -0.853, -1.045], [0.526, -1.001, -0.093], [0.426, -0.288, 1.175], [-0.121, 1.173, 0.758], [1.155, 2.070, -0.090], [-1.746, -0.745, -0.395], [-0.905, 0.145, -1.569], [-0.684, -1.782, -1.756], [1.348, -0.609, -0.723], [0.732, -1.980, 0.116], [-0.261, -0.836, 1.760], [1.408, -0.093, 1.763], [-0.869, 1.794, 1.667], [-0.863, 1.016, -0.135], [0.539, 1.989, -1.433]], "atomic_forces_ev_per_a": [[-3.55, -0.69, 0.68], [0.57, 2.15, -3.22], [0.70, 4.08, 0.78], [-3.88, -0.32, 1.27], [-0.54, 0.79, -2.19], [2.50, -1.34, -1.44], [1.44, -1.65, -0.04], [-0.42, 2.03, 1.11], [0.09, -0.31, 0.58], [0.37, -2.81, 0.09], [-0.91, -0.17, 1.17], [-1.51, -0.76, -1.08], [2.82, -1.70, -2.68], [1.10, 0.48, 2.65], [1.22, 0.23, 2.33]]}